Here is an isolated molecule of C4H11NOS from the Open Molecules 2025 dataset. Energies are from ωB97M-V with the def2-TZVPD basis set.

Structure (XYZ):
```
18
Properties=species:S:1:pos:R:3:lowdin_charge:R:1
C 0.3444 0.1404 -2.0531 -0.171
C -0.2906 1.0027 1.7342 -0.216
C -1.5669 -0.8340 1.0456 -0.150
C 1.5526 0.3397 -1.1881 -0.393
N -0.4801 0.0609 0.7223 -0.347
O 1.1816 -2.2210 -0.4749 -0.511
S 1.3496 -0.9064 0.1502 0.964
H 0.3779 -0.6553 -2.6560 0.024
H -0.5401 0.0903 -1.3873 0.064
H 0.3043 1.1033 -2.6074 0.094
H 0.5067 1.7474 1.4694 0.084
H -1.1931 1.6109 1.6486 0.085
H -0.1817 0.6538 2.8063 0.096
H -1.4260 -1.4571 1.9439 0.089
H -2.4796 -0.3430 1.0445 0.067
H -1.4692 -1.6503 0.4109 0.046
H 1.5796 1.3311 -0.8027 0.066
H 2.4309 -0.0136 -1.8066 0.110
```

F_max ... 0.096 Eh/bohr
E ... -687.0657 a.u.
Charge ... 0